(1)
{
  "formula": "C25H24AsHgN2O6S2Si",
  "method": "ωB97M-V/def2-TZVPD",
  "symbols": ["Hg", "O", "As", "O", "O", "C", "C", "C", "C", "C", "C", "S", "O", "O", "O", "H", "H", "H", "H", "H", "C", "C", "C", "C", "C", "C", "Si", "C", "C", "C", "C", "C", "C", "H", "H", "H", "H", "H", "H", "H", "H", "H", "H", "H", "N", "C", "S", "N", "C", "C", "C", "C", "C", "C", "H", "H", "H", "H", "H", "H", "H", "H"],
  "positions_angstrom": [[-0.265, 0.870, -2.233], [2.580, -1.787, -3.310], [2.711, -0.894, -1.712], [4.283, -1.032, -1.273], [2.090, 0.592, -2.156], [1.458, -2.134, -0.846], [1.292, -3.383, -1.449], [0.433, -4.326, -0.908], [-0.290, -4.040, 0.240], [-0.136, -2.810, 0.853], [0.740, -1.868, 0.325], [0.903, -0.328, 1.220], [2.212, 0.179, 0.815], [0.823, -0.683, 2.628], [-0.199, 0.498, 0.745], [2.987, -1.163, -3.920], [1.846, -3.599, -2.351], [0.325, -5.292, -1.390], [-0.970, -4.774, 0.657], [-0.670, -2.563, 1.762], [-3.865, 1.598, 3.052], [-3.283, 0.381, 2.718], [-3.027, 0.075, 1.391], [-3.341, 0.967, 0.362], [-3.911, 2.192, 0.721], [-4.176, 2.505, 2.047], [-2.904, 0.593, -1.428], [-3.332, -1.228, -1.767], [-2.342, -2.201, -1.924], [-2.664, -3.515, -2.246], [-3.989, -3.885, -2.420], [-4.993, -2.936, -2.261], [-4.663, -1.628, -1.940], [-4.061, 1.843, 4.089], [-3.008, -0.322, 3.495], [-2.556, -0.870, 1.146], [-4.146, 2.916, -0.052], [-4.618, 3.463, 2.300], [-3.956, 1.334, -2.205], [-1.299, -1.928, -1.801], [-1.872, -4.245, -2.366], [-4.240, -4.907, -2.682], [-6.032, -3.220, -2.389], [-5.453, -0.895, -1.818], [1.062, 3.041, 1.510], [1.309, 3.211, 0.190], [0.168, 3.861, -0.835], [2.561, 2.834, -0.247], [3.710, 2.856, 0.546], [3.895, 3.780, 1.579], [5.097, 3.828, 2.269], [6.138, 2.969, 1.948], [5.956, 2.057, 0.914], [4.765, 2.000, 0.215], [0.075, 3.033, 1.721], [1.572, 2.267, 1.926], [2.523, 2.073, -0.951], [3.097, 4.462, 1.837], [5.218, 4.551, 3.069], [7.069, 2.998, 2.502], [6.747, 1.367, 0.648], [4.619, 1.259, -0.560]],
  "atomic_forces_ev_per_a": [[-0.93, 0.15, -0.20], [0.14, 0.31, 0.30], [0.22, -0.75, -0.53], [-0.16, 0.15, 0.14], [0.40, 0.27, 0.48], [-0.19, 0.14, 0.36], [0.07, 0.09, -0.03], [0.06, -0.06, -0.01], [-0.02, -0.01, 0.05], [0.07, 0.00, 0.00], [0.18, -0.06, -0.12], [0.31, -0.01, -0.06], [-0.01, -0.12, 0.08], [-0.15, 0.03, -0.07], [-0.05, -0.08, 0.01], [-0.07, -0.04, -0.13], [-0.04, -0.04, 0.01], [0.01, 0.01, -0.01], [-0.01, 0.02, -0.01], [0.02, -0.01, 0.00], [-0.01, 0.02, 0.04], [0.01, -0.02, -0.05], [-0.06, -0.03, 0.07], [-0.16, -0.10, -0.09], [-0.01, 0.02, 0.05], [0.03, 0.02, 0.00], [0.55, 0.11, -0.01], [-0.09, 0.03, -0.02], [-0.01, 0.01, 0.02], [-0.03, -0.05, -0.04], [0.00, 0.03, 0.00], [0.00, -0.01, 0.01], [0.02, -0.08, 0.00], [0.00, 0.01, 0.01], [0.00, -0.01, 0.01], [0.00, 0.01, 0.01], [-0.01, 0.00, -0.01], [-0.01, 0.01, 0.00], [0.02, 0.03, -0.02], [-0.01, -0.01, -0.02], [-0.04, 0.04, 0.01], [-0.01, -0.01, 0.01], [-0.01, 0.00, -0.01], [0.00, 0.00, -0.01], [-0.06, -0.05, 0.02], [-0.09, 0.03, 0.14], [0.03, -0.13, -0.10], [0.09, -0.25, -0.11], [0.10, 0.01, -0.03], [0.00, 0.05, -0.06], [0.03, -0.01, 0.01], [-0.02, -0.02, 0.01], [0.01, 0.02, -0.02], [-0.11, -0.04, 0.07], [0.01, 0.06, 0.01], [0.02, 0.10, 0.00], [-0.04, 0.38, -0.13], [0.01, -0.01, 0.01], [-0.01, 0.00, 0.00], [0.01, 0.02, -0.01], [0.00, -0.02, 0.01], [0.03, -0.13, -0.05]],
  "lowdin_spin": [0.349, 0.007, 0.014, 0.011, 0.127, 0.003, 0.001, 0.000, 0.001, 0.000, 0.001, 0.003, 0.001, 0.000, 0.001, 0.001, 0.000, 0.000, 0.000, 0.000, 0.030, 0.000, 0.027, 0.047, 0.027, 0.000, 0.237, 0.030, 0.003, 0.000, 0.001, 0.002, 0.009, 0.003, -0.001, 0.001, 0.001, -0.001, 0.026, 0.002, 0.000, 0.000, 0.000, 0.003, 0.002, 0.006, 0.020, 0.002, 0.000, 0.000, 0.000, 0.000, 0.000, 0.000, 0.000, 0.000, 0.002, 0.000, 0.000, 0.000, 0.000, 0.000],
  "multiplicity": 2,
  "total_charge": -2,
  "orbital_gap_ha": [0.156, 0.268],
  "e_above_lowest_kcal_mol": 0.0,
  "molar_mass_g_mol": 816.21,
  "e_lumo_ev": [4.606, 4.596],
  "homo_ev": [0.35, -2.68]
}

***

(2)
{
  "formula": "C25H24CeN7O7S2",
  "method": "ωB97M-V/def2-TZVPD",
  "symbols": ["Ce", "O", "C", "C", "C", "C", "C", "C", "C", "O", "N", "N", "C", "C", "C", "C", "C", "C", "C", "O", "H", "H", "H", "H", "H", "H", "H", "H", "H", "H", "C", "O", "C", "O", "N", "N", "H", "H", "H", "H", "H", "H", "N", "C", "C", "C", "C", "C", "C", "S", "O", "O", "N", "C", "S", "C", "C", "N", "H", "H", "H", "H", "H", "H", "H", "H"],
  "positions_angstrom": [[-0.565, -0.789, -0.466], [4.869, -2.262, 0.319], [4.419, -1.675, 1.449], [5.353, -1.412, 2.450], [4.975, -0.746, 3.601], [3.655, -0.334, 3.784], [2.725, -0.635, 2.806], [3.079, -1.315, 1.642], [2.007, -1.650, 0.676], [0.798, -1.765, 1.117], [2.369, -1.837, -0.574], [1.264, -2.041, -1.402], [1.427, -2.630, -2.518], [0.337, -2.925, -3.453], [0.690, -3.459, -4.699], [-0.257, -3.795, -5.645], [-1.606, -3.605, -5.327], [-1.980, -3.097, -4.099], [-1.025, -2.740, -3.131], [-1.407, -2.266, -1.967], [4.138, -2.189, -0.338], [6.377, -1.721, 2.283], [5.722, -0.538, 4.359], [3.361, 0.203, 4.676], [1.685, -0.353, 2.919], [2.435, -2.953, -2.786], [1.744, -3.606, -4.913], [0.038, -4.201, -6.603], [-2.373, -3.866, -6.048], [-3.023, -2.969, -3.834], [-4.561, 0.648, -4.211], [-3.282, 1.003, -3.668], [-2.886, 0.484, -2.501], [-1.734, 0.637, -2.145], [-3.823, -0.195, -1.784], [-3.421, -0.733, -0.557], [-4.573, 1.039, -5.221], [-5.366, 1.121, -3.644], [-4.675, -0.435, -4.226], [-4.801, -0.027, -1.949], [-3.824, -1.653, -0.435], [-3.675, -0.109, 0.204], [-0.087, 4.045, 6.485], [-0.429, 3.354, 5.334], [-0.332, 1.960, 5.297], [-0.686, 1.263, 4.161], [-1.167, 1.955, 3.051], [-1.279, 3.342, 3.076], [-0.921, 4.034, 4.218], [-1.347, 1.124, 1.548], [-2.282, 1.877, 0.738], [-1.723, -0.279, 1.769], [0.111, 1.040, 0.909], [0.556, 1.823, -0.177], [0.529, 3.535, -0.221], [1.231, 3.472, -1.787], [1.438, 2.189, -2.152], [1.065, 1.230, -1.228], [0.517, 3.576, 7.137], [0.112, 5.025, 6.385], [0.029, 1.423, 6.166], [-0.592, 0.185, 4.133], [-1.659, 3.872, 2.212], [-1.023, 5.112, 4.250], [1.455, 4.359, -2.356], [1.875, 1.875, -3.088]],
  "atomic_forces_ev_per_a": [[-0.74, -1.59, -1.15], [-0.21, 0.12, -0.01], [0.20, 0.09, -0.18], [-0.02, 0.05, 0.08], [-0.04, 0.00, 0.01], [0.12, -0.09, -0.13], [-0.08, -0.05, 0.13], [-0.02, -0.01, 0.12], [-0.27, -0.42, 0.30], [0.74, -0.10, -0.08], [0.18, -0.06, -0.51], [0.42, -0.23, 0.40], [-0.09, -0.22, -0.35], [0.65, 0.02, 0.06], [0.02, -0.02, -0.08], [-0.11, 0.07, 0.15], [0.03, 0.01, 0.00], [-0.02, -0.07, -0.15], [-0.17, 0.09, 0.49], [-0.10, -0.43, -0.68], [0.00, -0.16, 0.03], [-0.01, 0.01, 0.02], [-0.03, 0.01, 0.00], [0.00, 0.00, 0.00], [0.01, -0.01, 0.00], [-0.03, -0.03, -0.07], [-0.03, 0.01, 0.00], [-0.02, 0.00, 0.00], [0.03, -0.01, 0.00], [0.00, -0.01, -0.04], [0.18, 0.05, 0.17], [-0.07, -0.07, 0.09], [-0.21, 0.08, -0.26], [-0.14, 0.24, -0.22], [0.18, -0.06, -0.02], [-0.03, 0.35, 0.13], [0.04, 0.00, -0.04], [-0.03, -0.02, -0.01], [-0.06, -0.02, -0.05], [-0.01, -0.01, 0.00], [0.09, -0.02, -0.07], [-0.03, -0.08, 0.02], [-0.08, -0.01, -0.09], [0.09, 0.10, 0.25], [0.00, -0.13, 0.00], [-0.07, 0.10, 0.00], [0.26, -0.10, 0.59], [-0.11, -0.03, 0.11], [-0.05, 0.03, -0.10], [0.20, 0.97, 0.06], [-0.14, -0.01, -0.11], [0.08, 0.47, 0.30], [0.17, 1.44, -0.37], [-0.53, -0.58, 1.53], [-0.02, 0.19, -0.08], [0.09, 0.02, -0.20], [0.09, -0.30, -0.01], [-0.26, 0.52, 0.08], [0.00, -0.04, -0.02], [-0.01, 0.00, -0.03], [0.01, 0.04, -0.01], [0.00, 0.03, -0.07], [0.03, -0.05, -0.01], [0.02, -0.03, -0.01], [-0.01, -0.02, 0.05], [-0.03, -0.02, 0.03]],
  "lowdin_spin": [1.005, 0.000, 0.000, 0.000, 0.000, 0.000, 0.000, 0.000, 0.000, -0.004, 0.001, -0.004, 0.005, 0.000, 0.001, 0.000, 0.001, 0.000, 0.001, -0.003, 0.000, 0.000, 0.000, 0.000, 0.000, 0.000, 0.000, 0.000, 0.000, 0.000, 0.000, 0.000, 0.000, -0.001, 0.000, -0.001, 0.000, 0.000, 0.000, 0.000, 0.000, 0.000, 0.000, 0.000, 0.000, 0.000, 0.000, 0.000, 0.000, 0.001, 0.000, -0.001, -0.002, 0.000, 0.000, 0.000, 0.000, -0.001, 0.000, 0.000, 0.000, 0.000, 0.000, 0.000, 0.000, 0.000],
  "multiplicity": 2,
  "total_charge": 0,
  "orbital_gap_ha": [0.275, 0.276],
  "e_above_lowest_kcal_mol": 25.4,
  "molar_mass_g_mol": 738.76,
  "e_lumo_ev": [0.087, 0.087],
  "homo_ev": [-7.39, -7.42]
}